# 1
Density functional theory data (wB97M-V/def2-TZVPD) for 9 unconnected molecules or ions with the total composition C43H104F24N3O3P6.

The geometry in XYZ format:
```
183
Properties=species:S:1:pos:R:3
C -0.735 1.359 4.589
C -0.219 1.315 3.172
C -0.772 2.510 2.367
C -2.320 2.369 2.151
P -3.132 3.670 1.047
C -4.938 3.764 1.406
C -5.779 2.711 0.670
C -7.269 2.607 1.099
C -7.927 1.638 0.085
C -2.842 3.158 -0.682
C -2.768 1.702 -1.103
C -2.479 1.586 -2.586
C -1.059 2.012 -3.020
C -2.414 5.357 1.397
C -2.853 5.984 2.698
C -2.351 7.443 2.943
C -0.837 7.453 3.219
H -1.810 1.522 4.655
H -0.349 2.176 5.199
H -0.427 0.459 5.121
H -0.706 0.429 2.765
H 0.861 1.310 3.323
H -0.389 2.419 1.350
H -0.601 3.491 2.810
H -2.880 2.458 3.082
H -2.526 1.413 1.669
H -5.275 4.788 1.244
H -5.041 3.679 2.487
H -5.458 1.673 0.744
H -5.693 3.009 -0.375
H -7.819 3.545 1.174
H -7.259 2.098 2.063
H -8.967 1.508 0.381
H -7.429 0.668 0.095
H -7.891 2.028 -0.933
H -2.234 3.947 -1.124
H -3.778 3.410 -1.181
H -3.705 1.164 -0.959
H -2.012 1.210 -0.491
H -3.185 2.205 -3.139
H -2.536 0.505 -2.713
H -0.246 1.621 -2.408
H -1.052 3.101 -3.073
H -0.961 1.918 -4.102
H -2.753 5.966 0.559
H -1.329 5.298 1.317
H -2.366 5.330 3.421
H -3.933 5.989 2.841
H -2.841 7.778 3.857
H -2.639 8.210 2.223
H -0.253 6.824 2.547
H -0.681 7.084 4.233
H -0.395 8.442 3.097
C -7.195 -7.110 -0.423
C -5.970 -7.789 -1.056
C -4.900 -6.909 -1.618
C -3.995 -6.253 -0.442
P -2.283 -5.683 -0.791
C -2.126 -4.348 -2.084
C -2.700 -4.731 -3.476
C -3.779 -3.721 -3.903
C -4.395 -4.154 -5.216
C -1.444 -5.094 0.751
C -0.013 -4.483 0.425
C 0.527 -3.949 1.763
C -0.231 -2.747 2.402
C -1.331 -6.997 -1.531
C -1.241 -8.264 -0.665
C -2.349 -9.300 -0.962
C -2.110 -10.569 -0.168
H -7.761 -6.519 -1.144
H -6.976 -6.399 0.373
H -7.862 -7.844 0.030
H -6.336 -8.303 -1.944
H -5.476 -8.486 -0.378
H -5.202 -6.173 -2.363
H -4.240 -7.453 -2.293
H -3.835 -7.021 0.315
H -4.503 -5.386 -0.020
H -1.165 -3.852 -2.224
H -2.736 -3.578 -1.611
H -3.189 -5.702 -3.390
H -1.903 -4.860 -4.208
H -3.322 -2.749 -4.089
H -4.528 -3.746 -3.112
H -3.544 -4.225 -5.893
H -5.059 -3.388 -5.618
H -4.895 -5.116 -5.111
H -1.354 -5.853 1.528
H -2.069 -4.292 1.145
H -0.124 -3.633 -0.248
H 0.713 -5.183 0.011
H 1.571 -3.676 1.606
H 0.545 -4.766 2.484
H 0.091 -1.815 1.937
H -0.008 -2.639 3.464
H -1.317 -2.845 2.407
H -0.336 -6.576 -1.678
H -1.636 -7.196 -2.558
H -0.886 -8.026 0.337
H -0.338 -8.733 -1.055
H -2.369 -9.471 -2.038
H -3.370 -8.923 -0.893
H -2.593 -11.393 -0.693
H -2.506 -10.523 0.846
H -1.108 -10.980 -0.046
C 3.156 3.750 1.220
C 3.453 2.641 0.263
C 2.590 1.386 0.591
O 3.158 0.222 0.103
C 2.854 -0.982 0.713
N 3.129 3.087 -1.170
H 2.230 3.530 -1.296
H 3.714 3.815 -1.556
H 3.157 2.353 -1.862
H 2.071 3.823 1.300
H 3.672 4.601 0.775
H 3.573 3.634 2.220
H 4.528 2.466 0.213
H 1.536 1.476 0.327
H 2.442 1.327 1.669
H 1.792 -1.193 0.586
H 3.090 -1.050 1.775
H 3.375 -1.794 0.206
C 5.741 0.593 2.606
C 6.488 0.027 3.825
C 7.735 -0.833 3.555
O 8.294 -1.281 4.765
C 9.234 -2.359 4.568
N 6.968 1.145 4.723
H 7.687 1.680 4.259
H 6.195 1.733 5.004
H 7.335 0.736 5.571
H 4.915 1.253 2.872
H 5.370 -0.244 2.014
H 6.420 1.223 2.032
H 5.810 -0.574 4.431
H 8.376 -0.323 2.835
H 7.327 -1.725 3.078
H 8.941 -3.203 3.944
H 9.477 -2.750 5.556
H 10.159 -1.901 4.217
C 0.140 -2.009 -4.510
C 1.199 -2.144 -3.343
O 0.843 -2.038 -2.122
N 2.589 -2.347 -3.866
H 2.687 -3.278 -4.246
H 2.735 -1.682 -4.613
C 3.659 -1.962 -2.840
H 0.528 -1.577 -5.432
H -0.814 -1.558 -4.235
H -0.103 -3.033 -4.793
H 3.727 -2.798 -2.143
H 3.486 -1.015 -2.328
H 4.592 -1.779 -3.373
P 0.351 6.296 -1.585
F 0.538 5.735 -3.133
F 1.971 6.120 -1.323
F 0.680 7.802 -2.113
F 0.232 6.909 -0.044
F -1.252 6.525 -1.755
F 0.119 4.806 -1.009
P 3.081 1.523 -4.586
F 1.540 1.910 -5.065
F 2.870 -0.020 -5.244
F 3.821 1.942 -5.979
F 4.442 0.877 -3.999
F 3.560 2.992 -4.051
F 2.378 1.106 -3.144
P 5.841 5.243 -2.264
F 6.220 5.539 -3.825
F 7.436 5.000 -2.021
F 6.232 6.794 -1.890
F 5.484 4.911 -0.687
F 4.266 5.441 -2.524
F 5.721 3.625 -2.661
P 3.676 7.686 3.222
F 2.494 6.575 3.068
F 2.748 8.841 2.535
F 3.004 8.085 4.715
F 4.733 8.869 3.452
F 4.712 6.617 3.987
F 4.253 7.301 1.741
```

- energy relative to the best compared isomer or geometry (same formula, charge and spin) (eV) = 0.0000
- LUMO (eV) = -3.9
- Kohn-Sham gap (eV) = 6.5
- maximum force (eV/Å) = 6.594
- HOMO (eV) = -10.42
- E_tot (eV) = -177854.88055
- total charge = +1

# 2
Density functional theory data (wB97M-V/def2-TZVPD) for a molecular structure, C5H5NO.

The geometry in XYZ format:
```
12
Properties=species:S:1:pos:R:3
O -0.994 -1.721 -0.463
C -0.247 -0.963 0.402
C 1.164 -0.184 -0.829
C 0.898 1.149 -0.674
N 0.305 2.045 -0.152
C -0.821 0.108 1.079
C -0.765 1.379 1.026
H -1.771 -1.202 -0.710
H 0.480 -1.592 0.910
H 2.102 -0.550 -0.418
H 0.822 -0.692 -1.728
H -1.174 2.223 1.555
```

- energy relative to the best compared isomer or geometry (same formula, charge and spin) (eV) = 4.5380
- LUMO (alpha / beta) (eV) = 0.6 / 0.6
- Kohn-Sham gap (alpha / beta) (eV) = 9.6 / 9.6
- maximum force (eV/Å) = 0.919
- HOMO (alpha / beta) (eV) = -8.93 / -8.93
- E_tot (eV) = -8798.88104

# 3
Density functional theory data (wB97M-V/def2-TZVPD) for 2 unconnected molecules or ions with the total composition C17H37INO5.

The geometry in XYZ format:
```
61
Properties=species:S:1:pos:R:3
C 0.890 -1.475 1.115
C -0.538 -1.354 0.586
C -0.567 -0.220 -0.443
C -1.067 -2.712 0.058
C -0.020 -3.517 -0.718
C -2.360 -2.584 -0.733
O -3.429 -2.413 0.213
C -4.623 -1.864 -0.310
C -5.740 -2.201 0.652
C -5.356 -1.744 2.055
C -4.742 -0.346 2.156
N -3.871 0.057 0.974
I -3.517 2.140 1.014
C -4.440 -0.344 -0.361
O -5.653 0.300 -0.531
H 1.036 -2.368 1.722
H 1.604 -1.511 0.292
H 1.147 -0.601 1.713
H -1.139 -1.062 1.461
H -0.095 -0.516 -1.378
H -1.574 0.142 -0.657
H -0.014 0.636 -0.056
H -1.343 -3.293 0.943
H 0.626 -4.059 -0.032
H 0.605 -2.892 -1.354
H -0.500 -4.262 -1.351
H -2.338 -1.735 -1.416
H -2.548 -3.478 -1.330
H -4.818 -2.233 -1.318
H -6.679 -1.772 0.317
H -5.851 -3.284 0.661
H -6.249 -1.722 2.679
H -4.681 -2.466 2.507
H -5.481 0.438 2.287
H -4.078 -0.320 3.018
H -2.936 -0.343 1.086
H -3.729 -0.071 -1.137
H -5.580 0.998 -1.183
C 4.406 3.470 2.568
O 4.572 2.793 1.343
C 3.943 1.529 1.344
C 3.907 0.952 -0.052
O 2.858 1.470 -0.860
C 3.081 2.757 -1.422
C 3.975 2.743 -2.640
O 5.331 2.656 -2.254
C 6.175 2.354 -3.343
H 4.823 2.894 3.402
H 4.936 4.417 2.493
H 3.346 3.670 2.768
H 2.915 1.619 1.724
H 4.499 0.844 2.001
H 3.691 -0.115 0.035
H 4.878 1.063 -0.539
H 3.469 3.451 -0.674
H 2.095 3.106 -1.738
H 3.814 3.668 -3.212
H 3.705 1.890 -3.277
H 5.931 1.376 -3.773
H 7.196 2.331 -2.968
H 6.102 3.116 -4.127
```

- LUMO (eV) = -5.0
- Kohn-Sham gap (eV) = 6.1
- maximum force (eV/Å) = 0.867
- HOMO (eV) = -11.12
- E_tot (eV) = -38048.93179
- total charge = +1

# 4
Density functional theory data (wB97M-V/def2-TZVPD) for 2 unconnected molecules or ions with the total composition C5H15NO.

The geometry in XYZ format:
```
22
Properties=species:S:1:pos:R:3
C -1.661 -0.628 0.789
C -0.888 0.660 0.463
N -0.583 0.840 -0.951
C 0.928 -1.136 -1.072
C 0.058 -0.101 -1.822
C 0.876 0.654 -2.903
H -2.379 -0.490 1.598
H -0.961 -1.403 1.089
H -2.202 -0.956 -0.100
H -1.394 1.562 0.815
H 0.078 0.654 0.984
H -1.228 1.453 -1.416
H 1.648 -1.516 -1.773
H 1.458 -0.624 -0.262
H 0.304 -1.897 -0.623
H -0.661 -0.718 -2.382
H 0.784 1.727 -2.742
H 1.921 0.420 -2.705
H 0.603 0.362 -3.903
H 0.508 0.109 5.197
H 1.872 0.475 5.774
O 0.919 0.554 5.945
```

- energy relative to the best compared isomer or geometry (same formula, charge and spin) (eV) = 1.1894
- LUMO (eV) = 0.7
- Kohn-Sham gap (eV) = 8.8
- maximum force (eV/Å) = 1.562
- SMILES string = CCNC(C)C.O
- HOMO (eV) = -8.14
- E_tot (eV) = -8965.16923

- What is the E_tot in the first record?
  -177854.88055 eV